{"formula": "C42H77B5F20N14Zn", "method": "ωB97M-V/def2-TZVPD", "lumo_ev": [-12.934, -16.624], "charge": 5, "gap_ev": [5.1, 1.4], "multiplicity": 2, "symbols": ["Zn", "C", "C", "N", "C", "C", "N", "C", "C", "H", "H", "H", "H", "H", "H", "H", "H", "H", "H", "H", "C", "C", "N", "C", "C", "N", "C", "C", "H", "H", "H", "H", "H", "H", "H", "H", "H", "H", "H", "C", "C", "N", "C", "C", "N", "C", "C", "H", "H", "H", "H", "H", "H", "H", "H", "H", "H", "H", "C", "C", "N", "C", "C", "N", "C", "C", "H", "H", "H", "H", "H", "H", "H", "H", "H", "H", "H", "C", "C", "N", "C", "C", "N", "C", "C", "H", "H", "H", "H", "H", "H", "H", "H", "H", "H", "H", "C", "C", "N", "C", "C", "N", "C", "C", "H", "H", "H", "H", "H", "H", "H", "H", "H", "H", "H", "C", "C", "N", "C", "C", "N", "C", "C", "H", "H", "H", "H", "H", "H", "H", "H", "H", "H", "H", "B", "F", "F", "F", "F", "B", "F", "F", "F", "F", "B", "F", "F", "F", "F", "B", "F", "F", "F", "F", "B", "F", "F", "F", "F"], "coordinates": [[-1.89846, -1.36868, 2.86628], [-0.15951, -2.25726, -2.86341], [-1.35270, -2.58199, -2.01197], [-1.88907, -3.85831, -2.31071], [-1.47513, -5.05492, -1.64297], [-1.98315, -6.05477, -2.54868], [-2.70041, -5.44353, -3.61203], [-2.55993, -4.09907, -3.49265], [-3.09361, -6.23786, -4.77612], [-0.05962, -1.17765, -2.97542], [-0.35864, -2.45955, -3.91580], [0.71110, -2.76570, -2.44913], [-2.19112, -1.91264, -2.20464], [-1.19269, -2.40567, -0.94830], [-0.92232, -5.04726, -0.71521], [-1.79329, -7.11787, -2.53526], [-2.82595, -3.33937, -4.21271], [-2.41782, -5.98446, -5.59295], [-4.14541, -6.14310, -5.04602], [-2.77471, -7.27698, -4.69459], [1.22896, 4.33117, -5.25383], [0.56468, 3.30811, -4.25750], [0.12889, 3.88301, -2.96866], [-0.54554, 3.23975, -1.99309], [-0.86887, 4.12824, -0.95680], [-0.26047, 5.34046, -1.24297], [0.30796, 5.19924, -2.50896], [-0.24722, 6.56912, -0.52012], [1.95786, 4.94874, -4.72903], [0.54221, 5.08969, -5.62950], [1.81571, 3.93604, -6.08310], [1.22476, 2.48246, -3.99158], [-0.41440, 3.10004, -4.68903], [-0.69742, 2.20753, -2.27215], [-1.43937, 4.04593, -0.04348], [0.79410, 5.93377, -3.13389], [-1.25043, 6.99343, -0.47971], [0.34923, 7.31936, -1.03923], [0.06331, 6.37067, 0.50569], [-1.07041, 4.66205, 8.73168], [-1.14830, 3.49100, 7.72146], [-1.62648, 3.82661, 6.37261], [-2.72269, 4.56397, 6.02144], [-2.87052, 4.49731, 4.70177], [-1.74811, 3.85688, 4.16311], [-1.01294, 3.45170, 5.24100], [-1.49844, 3.78296, 2.76362], [-2.05857, 5.12209, 8.72883], [-0.36837, 5.44786, 8.45285], [-0.85307, 4.23541, 9.71089], [-1.63753, 2.54778, 7.96454], [-0.16432, 3.03808, 7.60005], [-3.29204, 5.14571, 6.73124], [-3.61623, 4.84563, 4.00249], [-0.09376, 2.88483, 5.22844], [-1.26749, 4.80870, 2.47620], [-2.40190, 3.39882, 2.29003], [-0.65511, 3.12184, 2.56408], [-3.76716, 3.85748, -3.39166], [-4.00900, 2.42464, -3.93779], [-4.88643, 1.56786, -3.19484], [-4.58474, 0.85368, -2.06135], [-5.70145, 0.00829, -1.80145], [-6.77561, 0.43722, -2.61464], [-6.22550, 1.32329, -3.60694], [-8.08580, -0.11367, -2.59770], [-2.89166, 4.30873, -3.85852], [-3.63982, 3.74931, -2.31454], [-4.54006, 4.60133, -3.58509], [-3.05492, 1.89904, -3.89810], [-4.42618, 2.49601, -4.94227], [-3.61796, 0.94602, -1.58891], [-5.91473, -0.77941, -1.09404], [-6.72351, 1.67053, -4.50014], [-8.21857, -0.68278, -3.51780], [-8.77519, 0.73063, -2.59649], [-8.23090, -0.71658, -1.70129], [5.38176, 0.81290, 4.82168], [4.37593, 0.17056, 3.87622], [4.19696, 0.99028, 2.61384], [4.96901, 0.94788, 1.52052], [4.38685, 1.69071, 0.50177], [3.16676, 2.17657, 1.04318], [3.08657, 1.75260, 2.32694], [2.14748, 2.97206, 0.32289], [6.44663, 0.64489, 4.66066], [5.17536, 0.25919, 5.73759], [5.11228, 1.85712, 4.98009], [3.39711, 0.02580, 4.33344], [4.57181, -0.87715, 3.64813], [5.85683, 0.35129, 1.66973], [4.75704, 1.97081, -0.47337], [2.25979, 1.92768, 2.99938], [1.63688, 2.24363, -0.30701], [2.61317, 3.76958, -0.25607], [1.36433, 3.23888, 1.03253], [6.77727, -4.80164, 1.29851], [5.37006, -5.37881, 0.90026], [4.39849, -4.45731, 1.40632], [3.75116, -4.64107, 2.60688], [2.79279, -3.61332, 2.66362], [2.90652, -2.82577, 1.50608], [3.82290, -3.38005, 0.68592], [2.12499, -1.64917, 1.24427], [7.55833, -5.43486, 0.87768], [6.89835, -4.89689, 2.37757], [7.10147, -3.76870, 1.17187], [5.15395, -6.36142, 1.31963], [5.17189, -5.53636, -0.15993], [4.04824, -5.36307, 3.35311], [1.94919, -3.42379, 3.31077], [4.21709, -3.08141, -0.27420], [2.61256, -0.90947, 0.60928], [1.65494, -1.17033, 2.10326], [1.23838, -1.97186, 0.69847], [2.98472, -0.54134, -2.18186], [3.27934, -0.37645, -3.67710], [3.00555, -1.55025, -4.50268], [3.11552, -2.89941, -4.15019], [2.85713, -3.61948, -5.23241], [2.69016, -2.77214, -6.33061], [2.79530, -1.50534, -5.86236], [2.52152, -3.19541, -7.76802], [3.25656, 0.35057, -1.61732], [3.56494, -1.34802, -1.73386], [1.96066, -0.88721, -2.04121], [4.33785, -0.16916, -3.83422], [2.81066, 0.50391, -4.11686], [3.45768, -3.20185, -3.17149], [2.89047, -4.69540, -5.32009], [2.79854, -0.63601, -6.50319], [2.25034, -2.31930, -8.35708], [1.76357, -3.97009, -7.88410], [3.43513, -3.69651, -8.08790], [-1.08723, -3.86471, 2.84288], [-2.24899, -3.43252, 3.42701], [-0.52897, -2.73427, 2.38422], [-0.26307, -4.42797, 3.83509], [-1.30629, -4.69589, 1.79799], [-0.76314, 0.35753, 0.82489], [-1.48950, -0.78746, 1.07730], [-1.61749, 1.35583, 0.52693], [0.03500, 0.55992, 1.86608], [0.03275, 0.16903, -0.26897], [-3.09880, 0.34025, 4.51520], [-2.46039, 0.98550, 5.56350], [-4.41898, 0.54616, 4.46320], [-2.44108, 0.61940, 3.31475], [-2.78117, -0.99270, 4.55639], [0.68909, -0.60239, 4.88350], [-0.38032, -0.81904, 4.01406], [1.63886, -1.49953, 4.52769], [1.08670, 0.68548, 4.81025], [0.40284, -0.91519, 6.22539], [-4.68182, -1.94268, 1.33560], [-5.38131, -3.06708, 1.72190], [-5.49067, -0.86365, 1.10773], [-3.73362, -1.63050, 2.32828], [-3.93565, -2.22573, 0.24623]], "forces_ev_per_a": [[-0.32, -0.49, 1.50], [-0.22, 0.65, -0.50], [-1.08, 1.95, 0.36], [-0.09, -2.60, -0.55], [-2.76, -0.58, -4.84], [0.56, 2.26, 1.51], [2.21, 0.04, 1.85], [0.91, -1.71, 2.36], [0.62, -0.11, -1.07], [0.51, 0.19, 0.92], [0.19, -0.97, -0.04], [0.19, 0.22, -0.50], [0.09, 0.48, -0.18], [0.17, -0.57, 0.09], [-0.19, -0.10, 0.08], [-0.45, 0.03, 0.09], [-0.19, -0.19, 0.16], [-0.44, 0.70, -0.31], [0.21, 0.00, 0.17], [-0.62, -0.06, 0.91], [0.30, 0.62, 1.43], [-0.19, 1.47, -1.01], [1.02, 4.97, 2.13], [-0.86, 0.02, 0.58], [0.91, -0.47, -0.71], [0.96, -2.36, -4.85], [-0.72, -2.03, 0.54], [-0.76, 1.15, 0.90], [0.29, -0.17, 0.26], [-0.40, -0.44, -0.17], [-0.50, -0.59, 0.10], [-0.34, -0.20, -0.43], [0.37, -1.15, -0.34], [-0.57, -0.22, 1.14], [0.13, -0.49, -0.09], [-0.01, 0.27, 0.50], [-0.12, -0.13, 0.03], [0.31, -0.30, 0.25], [0.30, 0.27, -0.15], [-1.20, -0.82, -0.95], [1.38, -0.71, 0.17], [1.22, 0.56, -1.41], [-0.83, 0.15, 1.29], [0.56, 0.14, -2.10], [-0.29, -0.47, 3.56], [-0.69, 0.04, -0.47], [0.32, -0.08, -0.08], [-0.01, 0.12, 0.55], [0.22, -0.35, -0.05], [-0.01, 0.26, -0.06], [-0.98, 0.57, 0.76], [0.44, 0.50, -0.38], [-0.15, -0.47, 0.05], [-0.05, 0.26, 0.43], [-0.13, -0.14, -0.16], [0.01, -0.01, -0.58], [0.19, -0.03, -0.22], [-0.17, -0.09, -0.01], [-0.49, -0.40, 0.40], [1.19, 1.58, -0.75], [-3.03, -1.07, 0.89], [-0.70, 0.49, -2.15], [-3.15, 1.43, -0.91], [5.53, 1.17, -1.08], [1.24, -2.13, 4.42], [-1.54, -0.16, -0.41], [0.24, -0.43, 0.10], [0.25, 0.42, 0.05], [-0.44, -0.46, 0.02], [0.04, 0.06, -0.57], [0.38, -0.29, -0.12], [0.03, -0.21, 0.33], [0.54, -0.16, 0.68], [-0.05, 0.24, -0.06], [-0.25, -0.21, 0.17], [-0.24, -0.18, 0.10], [0.04, 0.01, -0.13], [-0.78, -0.81, 0.57], [0.03, 0.31, -0.15], [-3.22, 0.62, 0.34], [0.38, 0.23, -1.00], [-0.43, -0.34, 1.56], [1.46, -0.38, 0.86], [1.28, -0.80, -0.60], [0.03, -1.56, 0.33], [-0.15, 0.25, -0.61], [0.13, 0.32, 0.41], [0.32, -0.03, 0.07], [-0.17, 0.82, 0.03], [0.63, 0.15, -0.68], [0.30, 0.28, -0.85], [-0.13, -0.04, 0.16], [-0.02, -0.15, 0.07], [0.03, 0.16, -0.43], [-0.16, 0.08, 0.36], [0.37, 0.58, 0.04], [0.33, -1.62, 0.41], [1.67, 0.81, -0.30], [-2.90, 1.86, -1.00], [-1.35, 2.84, -0.91], [0.68, -0.51, -0.69], [1.22, -1.72, 0.71], [1.34, -2.27, 2.96], [-1.79, 0.38, -0.95], [0.01, 0.03, -0.07], [-0.21, -0.37, 0.16], [-0.91, 0.18, -0.92], [0.41, 0.15, 0.37], [0.43, 0.38, -0.16], [-0.17, -0.13, -0.24], [0.24, 0.05, 0.49], [-0.24, 0.22, 0.23], [0.46, -0.18, 0.23], [0.73, -0.31, 0.47], [-0.08, 0.00, -0.23], [-0.16, -0.88, -0.57], [1.29, 0.49, 0.33], [-0.33, -0.65, -2.18], [0.05, 1.77, 1.00], [0.21, -1.03, -1.77], [-0.11, 0.61, 0.89], [0.08, -1.57, 0.97], [0.17, -0.19, 0.60], [-0.39, 0.03, -0.19], [0.40, 0.03, -0.22], [-0.14, 0.68, 0.25], [0.20, 0.01, 0.28], [-0.52, -0.26, 0.02], [-0.35, 0.00, -0.10], [-0.10, 0.10, -0.22], [-0.15, 0.08, 0.25], [0.27, -0.18, 0.01], [-0.30, 0.30, 0.45], [0.19, 0.55, -0.09], [0.06, -3.28, 2.83], [-1.54, 0.22, 0.57], [2.80, 2.74, -2.10], [0.08, 0.10, -0.76], [-0.14, -1.10, -1.46], [0.20, -0.26, -0.21], [-0.86, -1.18, -1.39], [-1.60, 2.14, -0.50], [1.55, 1.27, 2.00], [1.31, -0.61, -2.45], [0.21, 0.35, 1.64], [-0.01, 0.66, 0.04], [-1.03, 0.58, -0.21], [0.62, 2.41, -2.49], [-0.63, -2.78, 1.99], [-0.96, -1.66, 3.36], [-0.38, 0.31, -0.28], [2.28, -0.97, -1.52], [0.89, 2.39, -0.81], [-0.58, 0.52, -0.67], [-0.24, -1.79, 1.90], [-0.29, 0.39, -0.16], [-1.02, 1.34, -0.80], [-0.76, 0.53, 0.35], [1.12, -0.19, -3.06]]}